No. 1
The following is a quantum chemistry calculation of a cluster of 5 separate species, C12H24NO15S2 in total in a non-equilibrium geometry, from the OMol25 dataset.

## Properties
- Energy: -2451.10977 hartree
- E_HOMO: -5.76 eV
- Charge: -1
- Maximum force: 7.68 eV/A
- Energy relative to the best compared isomer or geometry (same formula, charge and spin): 0.0 kcal/mol
- Lowest unoccupied orbital energy: 0.0870 Eh

Geometry as XYZ:
```
54
Properties=species:S:1:pos:R:3:lowdin_charge:R:1
N 2.051 -1.637 -0.829 -0.60
O 3.261 -1.780 -1.058 -0.05
O 1.351 -2.343 -1.573 -0.10
O 1.622 -1.445 0.329 -0.07
O -0.946 2.861 -2.144 -0.33
S 0.454 2.604 -2.566 0.65
O 0.999 3.336 -3.698 -0.30
O 1.310 2.985 -1.273 -0.24
C 1.226 4.379 -0.856 -0.25
C 2.239 4.767 0.219 -0.05
C 0.593 0.818 -2.645 -0.09
H 0.334 4.535 -0.398 0.08
H 1.380 5.079 -1.599 0.09
H 3.001 4.285 -0.139 0.01
H 2.036 4.441 1.289 0.10
H 2.230 5.920 0.384 0.12
H 1.555 0.630 -2.674 0.00
H 0.068 0.459 -3.525 0.07
H 0.086 0.384 -1.642 0.12
O -1.342 0.387 0.536 -0.31
S -0.571 0.558 1.804 0.78
O 0.661 1.335 1.909 -0.30
O -1.590 1.597 2.792 -0.26
C -1.722 2.812 2.235 -0.39
C -2.549 3.708 3.278 -0.05
C -0.494 -0.963 2.731 -0.05
H -2.064 2.968 1.102 0.16
H -0.766 3.222 2.076 0.06
H -2.250 4.774 3.036 0.08
H -2.358 3.334 4.284 0.06
H -3.646 3.640 3.056 0.07
H -0.188 -1.601 2.096 -0.04
H -1.520 -0.925 2.932 0.06
H 0.091 -0.927 3.588 0.08
C -2.267 -2.150 -2.089 -0.04
C -1.460 -2.100 -3.394 -0.13
O -2.285 -1.293 -4.243 0.04
C -3.549 -1.121 -3.672 -0.57
O -4.419 -0.466 -4.211 0.13
O -3.610 -1.803 -2.585 0.08
H -1.810 -1.469 -1.238 0.16
H -2.473 -3.061 -1.711 0.08
H -1.331 -3.187 -3.702 0.15
H -0.520 -1.869 -3.216 0.03
C 1.015 -4.463 1.539 -0.19
C 2.246 -4.965 0.883 -0.19
O 3.204 -4.911 1.818 0.11
C 2.724 -4.210 2.839 -0.49
O 3.460 -3.959 3.857 0.06
O 1.433 -3.902 2.724 0.07
H 0.202 -5.289 1.820 0.16
H 0.433 -3.658 0.906 0.15
H 2.313 -4.319 -0.098 0.17
H 2.166 -6.020 0.703 0.13
```



No. 2
The following is a quantum chemistry calculation of a cluster of 3 separate species, C12H24O6S3 in total in a non-equilibrium geometry, from the OMol25 dataset.

## Properties
- Energy: -2117.36273 hartree
- E_HOMO: -10.37 eV
- Charge: 0
- Maximum force: 12.42 eV/A
- Energy relative to the best compared isomer or geometry (same formula, charge and spin): 129.2 kcal/mol
- Lowest unoccupied orbital energy: -0.0002 Eh
- Structure (SMILES): O=S1(=O)CCCC1.O=S1(=O)CCCC1.O=S1(=O)CCCC1

Geometry as XYZ:
```
45
Properties=species:S:1:pos:R:3:lowdin_charge:R:1
C 4.179 -65.514 -15.381 -0.21
C 4.935 -64.486 -14.474 -0.26
C 5.372 -63.530 -15.426 -0.31
S 4.032 -63.186 -16.432 0.65
O 4.429 -63.015 -17.851 -0.34
O 3.343 -62.144 -15.765 -0.29
C 3.256 -64.753 -16.326 -0.24
H 3.517 -66.268 -14.798 0.14
H 5.092 -65.948 -15.940 0.15
H 5.756 -64.972 -13.990 0.11
H 4.427 -64.083 -13.541 0.12
H 6.173 -63.785 -16.099 0.13
H 5.519 -62.606 -14.896 0.11
H 3.464 -65.314 -17.332 0.15
H 2.239 -64.734 -16.015 0.09
C 0.266 -66.398 -10.763 -0.10
C 1.177 -65.664 -11.742 -0.19
C 2.450 -65.423 -11.149 -0.24
S 2.619 -66.023 -9.454 0.75
O 2.341 -64.967 -8.476 -0.32
O 3.978 -66.626 -9.287 -0.35
C 1.223 -67.207 -9.723 -0.14
H -0.197 -67.250 -11.313 0.13
H -0.344 -65.926 -10.210 0.04
H 0.793 -64.677 -12.153 0.17
H 1.279 -66.229 -12.424 0.00
H 2.899 -64.459 -11.084 0.08
H 3.042 -66.003 -11.613 0.04
H 0.790 -67.459 -8.888 0.03
H 1.621 -68.124 -10.205 0.12
C 4.490 -62.185 -11.021 -0.18
C 5.496 -61.007 -11.348 -0.24
C 6.319 -60.744 -10.268 -0.25
S 6.366 -62.240 -9.349 0.68
O 5.798 -62.044 -8.054 -0.29
O 7.702 -62.834 -9.361 -0.32
C 5.279 -63.218 -10.300 -0.27
H 4.074 -62.580 -11.907 0.07
H 3.614 -61.914 -10.334 0.16
H 5.050 -60.256 -11.878 0.10
H 6.073 -61.155 -12.159 0.09
H 5.809 -60.109 -9.564 0.12
H 7.229 -60.250 -10.420 0.11
H 4.565 -64.008 -9.888 0.11
H 5.832 -63.945 -10.863 0.10
```



No. 3
The following is a quantum chemistry calculation of a structure of composition C12H24OP2Sc in a non-equilibrium geometry, from the OMol25 dataset.

## Properties
- Energy: -1989.98454 hartree
- E_HOMO: -12.11 eV
- Charge: +1
- Maximum force: 5.02 eV/A
- Energy relative to the best compared isomer or geometry (same formula, charge and spin): 0.0 kcal/mol
- Lowest unoccupied orbital energy: -0.1476 Eh

Geometry as XYZ:
```
40
Properties=species:S:1:pos:R:3:lowdin_charge:R:1
Sc -0.627 -0.306 -1.097 0.45
H -0.837 2.126 1.370 0.05
H -1.439 2.362 0.999 0.05
P -2.215 1.546 -2.251 0.71
C -1.625 2.803 -3.452 -0.26
H -2.434 3.124 -4.123 0.06
H -1.243 3.679 -2.910 0.05
H -0.808 2.383 -4.051 0.06
C -3.001 0.345 -3.409 -0.28
H -3.511 -0.432 -2.824 0.05
H -3.730 0.854 -4.053 0.06
H -2.219 -0.115 -4.025 0.05
C -3.701 2.427 -1.610 -0.26
H -3.382 3.332 -1.071 0.05
H -4.387 2.717 -2.423 0.06
H -4.234 1.773 -0.906 0.05
C 0.581 1.868 -1.221 -0.14
O 1.336 2.717 -1.472 0.12
H -1.821 -1.047 0.185 -0.13
H 0.427 -0.552 -2.454 -0.10
C 2.296 0.939 1.617 -0.26
P 1.417 -0.387 0.732 0.82
C 2.698 -1.021 -0.434 -0.27
C 1.469 -1.705 2.040 -0.37
C 2.662 -2.015 2.721 -0.09
C 2.677 -2.987 3.740 -0.06
C 1.503 -3.674 4.066 -0.06
C 0.313 -3.363 3.399 -0.07
C 0.298 -2.386 2.406 -0.11
H 2.412 1.840 1.000 0.04
H 3.291 0.660 1.991 0.06
H 1.633 1.161 2.467 0.06
H 3.632 -1.333 0.052 0.06
H 2.205 -1.882 -0.905 0.03
H 2.907 -0.260 -1.202 0.04
H 3.591 -1.499 2.457 0.10
H 3.602 -3.218 4.271 0.11
H 1.504 -4.455 4.829 0.11
H -0.605 -3.890 3.665 0.11
H -0.634 -2.129 1.888 0.05
```



No. 4
The following is a quantum chemistry calculation of a structure of composition C12H25BBr2InO4 in a non-equilibrium geometry, from the OMol25 dataset.

## Properties
- Energy: -6136.18078 hartree
- E_HOMO: -4.53 eV
- Charge: -1
- Maximum force: 8.50 eV/A
- Lowest unoccupied orbital energy: 0.0970 Eh

Geometry as XYZ:
```
45
Properties=species:S:1:pos:R:3:lowdin_charge:R:1
C -0.617 4.387 0.633 -0.15
C 0.460 3.763 1.751 -0.23
B 1.996 4.272 1.331 -0.48
O 2.353 5.658 0.968 -0.08
In 3.622 2.650 1.289 0.27
Br 3.504 1.018 3.341 -0.13
C 3.234 1.474 -0.660 -0.29
C 2.584 0.031 -0.160 -0.73
O 3.432 -0.953 0.183 -0.16
Br 0.578 -0.081 -0.070 0.65
H -0.280 5.470 0.295 0.07
H -0.570 3.643 -0.283 0.08
H -1.698 4.501 1.079 0.06
H 0.200 4.158 2.832 0.10
H 0.461 2.573 1.683 0.07
H 2.752 5.605 0.029 0.11
H 5.298 3.327 1.240 -0.10
H 4.259 1.363 -1.216 0.05
H 2.466 2.096 -1.327 0.05
C 2.289 -4.120 -2.052 -0.18
C 1.934 -3.801 -0.623 -0.18
C 0.424 -3.893 -0.644 -0.22
O 0.080 -4.865 -1.641 -0.15
C 1.253 -5.163 -2.410 -0.22
H 3.314 -4.476 -2.181 0.11
H 2.154 -3.229 -2.677 0.12
H 2.346 -4.568 0.042 0.12
H 2.297 -2.826 -0.287 0.07
H -0.029 -2.940 -0.936 0.07
H 0.009 -4.194 0.323 0.12
H 1.589 -6.168 -2.131 0.11
H 1.006 -5.161 -3.475 0.11
C -4.994 0.262 0.878 -0.19
C -4.278 -1.002 0.478 -0.18
C -3.218 -0.479 -0.468 -0.21
O -2.888 0.847 -0.031 -0.16
C -3.862 1.264 0.936 -0.21
H -5.539 0.178 1.822 0.11
H -5.707 0.548 0.095 0.11
H -3.804 -1.453 1.357 0.12
H -4.928 -1.750 0.018 0.11
H -3.599 -0.408 -1.492 0.12
H -2.317 -1.100 -0.472 0.09
H -3.379 1.259 1.919 0.12
H -4.191 2.282 0.713 0.12
```



No. 5
The following is a quantum chemistry calculation of a structure of composition C12H25BiClI2NP2 in a non-equilibrium geometry, from the OMol25 dataset.

## Properties
- Energy: -2479.25812 hartree
- E_HOMO: -13.57 eV
- Charge: +2
- Maximum force: 6.68 eV/A
- Energy relative to the best compared isomer or geometry (same formula, charge and spin): 65.9 kcal/mol
- Lowest unoccupied orbital energy: -0.3427 Eh

Geometry as XYZ:
```
44
Properties=species:S:1:pos:R:3:lowdin_charge:R:1
I -0.001 2.811 0.074 0.43
I 0.000 -2.801 0.261 0.44
Bi 0.004 0.005 -0.113 0.39
P -2.487 -0.007 -0.242 0.60
C -3.272 0.061 1.364 -0.22
C -3.040 1.386 -1.206 -0.26
H -4.094 1.187 -1.439 0.09
H -4.104 -1.281 -1.336 0.09
H -2.458 1.464 -2.130 0.05
H -2.473 -1.617 -2.012 0.05
H -2.996 0.980 1.897 0.07
H -2.943 2.319 -0.642 0.03
C -3.049 -1.466 -1.094 -0.26
H -4.359 0.057 1.193 0.10
H -2.953 -2.354 -0.461 0.03
H -2.999 -0.813 1.972 0.08
P 2.488 0.009 -0.241 0.59
C 3.270 0.084 1.363 -0.21
C 3.058 -1.449 -1.092 -0.25
H 2.443 1.483 -2.128 0.05
H 4.084 1.205 -1.449 0.09
H 2.938 2.333 -0.641 0.03
C 3.031 1.402 -1.208 -0.26
H 2.489 -1.599 -2.015 0.05
H 4.115 -1.262 -1.327 0.09
H 4.358 0.087 1.192 0.10
H 3.007 -0.790 1.972 0.06
H 2.960 -2.339 -0.462 0.03
H 2.985 1.002 1.894 0.08
Cl -0.002 -0.098 -2.529 0.03
N -0.021 0.069 2.237 -0.15
C -0.016 0.063 3.510 -0.40
C 1.191 -0.139 4.176 -0.03
C 1.182 -0.159 5.539 -0.06
C -0.009 0.015 6.246 -0.05
C -1.205 0.197 5.544 -0.06
C -1.227 0.217 4.179 -0.03
H 0.956 -0.297 1.948 0.03
H -1.055 0.164 1.927 0.04
H 2.143 -0.286 3.677 0.09
H 2.131 -0.316 6.053 0.13
H -0.004 0.005 7.322 0.11
H -2.152 0.326 6.065 0.12
H -2.182 0.337 3.675 0.09
```



- Look up the energy of the second one.
  -2117.36273 hartree